(1)
This record from the Open Molecules 2025 dataset describes a cluster of 10 separate species, C9H38O10 in total. The level of theory is ωB97M-V/def2-TZVPD.

**LUMO level**: 0.321 eV
**SMILES string**: CC(C)O.CC(C)O.CC(C)O.O.O.O.O.O.O.O

Positions of all 57 atoms, in Å:
O1 1.055 -2.006 -1.088
O2 -0.983 3.041 2.148
O3 -2.526 0.575 2.416
O4 2.713 1.179 -0.327
O5 -1.545 -2.182 -3.093
O6 1.386 0.145 -2.670
O7 -0.377 -0.378 0.911
O8 0.004 2.186 -0.405
O9 2.440 -0.532 1.654
O10 0.977 1.304 3.654
C1 -2.595 -2.061 -2.116
C2 1.473 -0.352 5.396
C3 -3.855 -2.711 -2.668
C4 -2.887 -0.686 -1.571
C5 0.414 0.366 4.630
C6 2.379 1.648 -4.262
C7 -0.544 1.112 5.564
C8 1.307 0.492 -4.055
C9 1.574 -0.705 -4.948
H1 2.591 -1.048 -4.776
H2 -0.455 2.387 2.640
H3 -0.159 -0.416 4.096
H4 -0.252 0.432 0.318
H5 -0.440 2.142 5.258
H6 2.074 -0.933 4.652
H7 2.155 2.013 -5.285
H8 3.370 1.162 -4.217
H9 -1.575 0.819 5.430
H10 -3.496 -0.629 -0.646
H11 1.900 -1.999 -0.675
H12 0.944 -0.716 -2.502
H13 1.427 -0.570 -6.033
H14 -3.293 -0.033 -2.348
H15 0.382 -1.782 -0.424
H16 3.357 -0.734 1.893
H17 -0.401 2.719 -1.104
H18 2.301 2.449 -3.577
H19 0.210 0.711 -4.291
H20 -2.291 -2.663 -1.233
H21 -4.771 -2.575 -2.124
H22 -2.450 0.337 3.326
H23 2.249 1.982 -0.137
H24 -0.284 1.056 6.595
H25 -1.888 2.714 2.236
H26 2.243 0.765 -1.101
H27 0.911 -1.567 -4.747
H28 0.945 -1.076 6.023
H29 -4.079 -2.332 -3.673
H30 -0.756 -2.455 -2.610
H31 2.144 0.217 6.006
H32 2.495 0.036 0.903
H33 0.500 -0.559 1.261
H34 -0.249 2.631 0.439
H35 1.647 0.817 3.208
H36 -2.028 -0.138 -1.217
H37 -3.695 -3.806 -2.740
H38 -1.691 0.204 2.005

Force components x, y, z for each atom (eV/Å):
O -1.518 -0.373 -0.723
O 0.279 -0.032 -0.073
O 0.932 -0.129 -1.262
O 0.268 -1.363 -0.826
O -0.346 0.509 0.361
O -0.162 -0.585 -0.144
O -0.042 1.073 -1.162
O -0.120 0.407 0.337
O 0.080 -1.552 1.964
O -1.578 0.004 1.556
C -0.369 -1.133 1.496
C 0.444 -1.720 -1.018
C 0.421 -0.945 -1.101
C 0.140 1.394 0.018
C -0.507 0.379 -0.225
C -1.549 -2.313 -1.797
C 0.314 0.539 -1.364
C -0.738 0.668 -0.081
C 0.254 -0.974 -0.296
H 0.255 -0.153 -0.130
H 0.059 0.152 0.064
H 0.245 0.352 -0.101
H -0.181 -1.061 0.761
H -0.291 0.555 0.139
H -0.187 0.263 0.705
H 0.598 0.065 0.461
H -0.383 0.409 -0.043
H -0.277 -0.105 0.032
H -0.255 -0.641 -0.792
H 0.929 0.039 0.699
H 0.395 0.603 0.025
H 0.191 0.587 0.455
H -0.383 -0.078 0.042
H 0.298 0.120 0.096
H -0.406 0.020 -0.092
H 0.114 -0.306 0.190
H -0.191 0.686 0.866
H 1.374 0.759 0.382
H -0.057 0.121 -0.366
H -0.153 0.342 0.779
H -0.078 -0.251 1.036
H -0.679 0.660 -0.041
H 0.264 -0.247 0.749
H 0.024 -0.214 -0.076
H 0.312 0.700 0.382
H 0.095 0.482 0.384
H 0.256 -0.063 0.081
H 0.266 -0.058 0.041
H 0.031 0.058 -0.120
H 0.165 0.706 0.261
H 0.425 1.569 -1.629
H 0.334 0.045 0.390
H -0.199 -0.090 -0.217
H 1.021 -0.673 -1.000
H 0.943 -0.117 -0.154
H -0.078 0.562 -0.171
H -1.000 0.351 0.254

Atom charges from the Löwdin analysis, given in e for atoms 1 to 5: O -0.030; O -0.066; O -0.069; O -0.055; O -0.048

(2)
This record from the Open Molecules 2025 dataset describes an isolated molecule of C4H8O3. The level of theory is ωB97M-V/def2-TZVPD.

**LUMO level**: 0.734 eV
**SMILES string**: C[C@@H](O)CC(=O)O

Positions of all 15 atoms, in Å:
O1 0.930 -0.763 -1.101
O2 0.493 2.459 -0.153
O3 -0.912 1.997 -1.833
C1 -0.746 0.457 0.007
C2 -0.426 1.691 -0.780
C3 -0.043 -1.753 0.897
C4 0.426 -0.492 0.200
H1 0.634 3.247 -0.710
H2 -0.593 -1.503 1.809
H3 1.711 -1.322 -1.002
H4 -0.760 -2.269 0.259
H5 1.206 -0.010 0.807
H6 -1.521 -0.077 -0.549
H7 0.752 -2.441 1.185
H8 -1.152 0.779 0.964

Force components x, y, z for each atom (eV/Å):
O 0.245 -0.144 0.028
O 0.074 0.317 -0.099
O -0.078 0.097 -0.015
C -0.308 -0.211 -0.271
C 0.284 0.001 -0.147
C -0.572 -0.060 0.258
C 0.221 0.162 0.350
H -0.044 -0.309 0.140
H 0.156 0.068 0.044
H -0.129 0.093 -0.122
H 0.108 -0.134 -0.118
H -0.118 0.060 -0.112
H -0.007 0.094 0.087
H 0.141 0.074 -0.188
H 0.027 -0.108 0.165

Atom charges from the Löwdin analysis, given in e for atoms 1 to 5: O -0.019; O 0.101; O 0.118; C -0.069; C -0.532

(3)
This record from the Open Molecules 2025 dataset describes a structure of composition C16H28GdN2O3P2. The level of theory is ωB97M-V/def2-TZVPD.

**Charge**: +2
**⟨S²⟩**: 20.060
**LUMO level (alpha / beta)**: -6.428 / -6.337 eV
**2S+1**: 9

Positions of all 52 atoms, in Å:
Gd1 -0.249 0.007 0.485
P1 0.585 2.308 1.360
P2 -0.364 -1.674 -1.503
O1 -4.042 3.093 -1.928
O2 -5.398 -1.411 -1.573
O3 1.433 -1.092 1.250
N1 0.878 -1.691 2.368
N2 1.143 0.995 -1.349
C1 2.421 0.716 -3.380
C2 -0.515 3.390 2.308
C3 -0.612 -2.957 4.253
C4 0.086 -0.909 3.189
C5 -0.260 -3.434 -1.050
C6 1.236 -1.273 -2.369
C7 1.001 3.200 -0.209
C8 1.104 -3.017 2.566
C9 -0.581 -1.560 4.234
C10 2.167 2.165 2.273
C11 2.329 2.857 -2.326
C12 2.792 2.062 -3.375
C13 -1.651 -1.507 -2.770
C14 0.186 -3.693 3.349
C15 1.599 0.213 -2.371
C16 1.525 2.304 -1.329
H1 1.889 -3.473 1.954
H2 0.104 -4.779 3.247
H3 -0.029 4.359 2.515
H4 1.126 -1.667 -3.398
H5 2.023 -1.849 -1.836
H6 0.040 3.675 -0.531
H7 -1.168 -3.481 5.042
H8 -6.101 -2.077 -1.463
H9 -4.142 2.139 -1.746
H10 -1.672 -0.457 -3.116
H11 2.761 0.035 -4.166
H12 -1.440 -2.194 -3.609
H13 -0.796 2.889 3.254
H14 -2.645 -1.716 -2.324
H15 -4.613 -1.820 -1.166
H16 2.571 3.922 -2.268
H17 -1.448 3.533 1.731
H18 0.270 0.189 3.132
H19 2.884 1.560 1.688
H20 0.566 -3.595 -0.332
H21 -1.192 -3.723 -0.529
H22 2.000 1.622 3.223
H23 -1.072 -0.958 5.006
H24 1.737 3.975 0.077
H25 -0.117 -4.060 -1.949
H26 -4.353 3.207 -2.843
H27 2.577 3.173 2.468
H28 3.423 2.479 -4.167

Force components x, y, z for each atom (eV/Å):
Gd -2.295 -0.647 1.121
P 1.182 1.735 0.437
P 0.184 -0.950 -1.793
O 0.089 -0.680 -0.289
O 0.346 -0.596 0.333
O 0.297 -0.956 1.903
N 1.254 0.933 -0.101
N 0.759 0.502 -0.929
C -0.078 -0.135 -0.029
C -0.159 0.327 0.093
C 0.146 0.246 0.206
C 0.664 -0.490 -0.065
C -0.007 -0.381 -0.037
C -0.216 -0.270 0.091
C -0.312 0.191 0.252
C -1.353 0.092 -0.905
C -0.075 -0.191 -0.089
C 0.161 0.154 0.078
C 0.004 0.096 0.093
C -0.247 -0.162 0.307
C -0.218 -0.083 -0.237
C 0.154 0.038 0.298
C -0.048 0.154 0.113
C -0.055 -0.180 -0.079
H -0.484 0.244 0.128
H 0.388 0.385 0.550
H -0.381 -0.348 0.008
H 0.419 0.237 0.407
H -0.330 0.294 -0.399
H 0.793 -0.105 0.139
H 0.117 0.262 -0.565
H 0.348 0.432 -0.102
H -0.186 0.666 -0.219
H 0.063 -0.503 0.005
H -0.113 0.324 0.270
H -0.341 0.377 0.246
H 0.234 0.307 -0.363
H 0.538 -0.030 -0.383
H -0.681 0.156 -0.181
H -0.008 -0.402 -0.068
H 0.446 0.101 0.263
H -0.239 -1.018 0.040
H -0.317 0.366 0.181
H -0.266 0.112 -0.468
H 0.341 0.069 -0.383
H 0.108 0.441 -0.370
H 0.073 -0.334 -0.415
H -0.416 -0.137 -0.533
H -0.065 0.133 0.511
H 0.100 -0.052 0.529
H -0.036 -0.540 0.043
H -0.278 -0.186 0.356

Atom charges from the Löwdin analysis, given in e for atoms 1 to 5: Gd 1.151; P 0.695; P 0.708; O -0.077; O -0.071

Result set for M: 306.39; 104.10; 515.61 g/mol, one per record in the order listed.
Result set for max |F|: 0.0644; 0.0123; 0.0512 hartree/bohr, one per record in the order listed.